[1]
A 2-piece molecular cluster, C9H14 overall in a non-equilibrium geometry. Source: the Open Molecules 2025 dataset; level of theory: ωB97M-V/def2-TZVPD.

Summary:
Lowest unoccupied orbital energy (spin up / spin down) in eV: 3.88 / 3.72
HOMO (spin up / spin down) in eV: 1.0566 / -3.7502
2S+1: 2
Total charge: -1
Frontier orbital gap (spin up / spin down) in eV: 2.827 / 7.470
Total energy in a.u.: -351.23393

```
23
C9H14 ωB97M-V/def2-TZVPD
H 2.948 -2.005 2.589
H 1.888 -3.037 1.675
C 3.422 -2.265 0.538
C -1.460 2.086 -2.266
H -2.203 2.855 -2.005
C -1.533 -0.103 -1.115
H 3.146 -2.634 -0.435
H 4.289 -2.861 0.922
H -0.682 -0.887 1.981
H -0.628 2.640 -2.772
H -1.182 -1.995 -0.150
C -1.190 1.222 -1.092
H 3.763 -1.233 0.222
C 2.371 -2.078 1.589
C -0.465 1.180 1.196
H -1.935 -0.512 -2.036
H -1.878 1.514 -3.220
H 1.710 -1.205 1.425
H -0.241 1.591 2.093
C -1.255 -0.876 -0.010
H -0.518 2.973 0.060
C -0.719 -0.244 1.094
C -0.584 1.879 0.008
```



[2]
C13H16BiN5O5S as an isolated structure. Source: the Open Molecules 2025 dataset; level of theory: ωB97M-V/def2-TZVPD.

Summary:
Lowest unoccupied orbital energy in eV: -0.50
HOMO in eV: -8.6505
Frontier orbital gap in eV: 8.146
Total energy in a.u.: -1767.82380

```
41
C13H16BiN5O5S ωB97M-V/def2-TZVPD
H 3.878 0.907 1.433
H 2.726 -3.336 -1.301
H 2.127 0.168 3.794
C 0.908 -2.443 -1.465
H 2.654 2.870 0.339
C 1.770 2.112 2.160
O -0.305 -0.020 4.490
H 0.759 3.102 -0.645
O 0.578 2.995 0.295
N 0.050 -2.018 -2.349
H -4.350 -0.310 -3.541
S 0.802 -2.236 0.283
N 1.784 0.691 1.755
C 1.515 -0.137 2.943
H -3.675 1.038 1.103
H -2.144 -1.492 -3.429
O 4.020 0.393 -1.085
Bi -0.095 0.207 0.197
H 1.941 4.093 1.397
C -4.243 0.010 -2.514
H 2.076 -3.240 -2.896
H 2.619 2.298 2.829
C -2.003 -1.065 -2.438
C 2.975 0.465 -0.471
H -6.165 0.957 -2.389
C 0.028 -0.059 3.327
H 0.857 2.292 2.732
N -2.897 0.090 -0.539
H -5.823 1.634 -0.005
O -0.778 -0.071 2.304
C -3.080 -0.286 -1.810
H 3.242 -0.726 1.265
C 1.814 3.081 1.003
C -5.248 0.713 -1.869
N 1.930 -3.209 -1.900
N -0.931 -1.264 -1.784
C -3.866 0.763 0.071
C -5.062 1.095 -0.550
H 1.746 -1.175 2.701
C 3.031 0.323 1.063
O 1.798 0.640 -0.981
```



[3]
One molecule with the formula C18H15BrN4O2S3 in a non-equilibrium geometry. Source: the Open Molecules 2025 dataset; level of theory: ωB97M-V/def2-TZVPD.

Summary:
Lowest unoccupied orbital energy in eV: -0.87
HOMO in eV: -8.2111
Structure (SMILES): NS(=O)(=O)c1ccc(N2C=C(c3ccc(Br)cc3)[C@@H]3C(=S)NC(=S)N[C@@H]32)cc1
Frontier orbital gap in eV: 7.341
Total energy in a.u.: -4832.96355

```
43
C18H15BrN4O2S3 ωB97M-V/def2-TZVPD
C 0.314 0.927 -5.592
C -1.166 -2.493 2.647
C -0.696 -0.470 1.427
C 1.348 -1.158 -5.016
H -1.589 1.271 2.278
C -0.570 -1.844 1.541
N -1.240 -2.265 6.259
H 0.004 -1.365 -1.160
H -0.082 -2.453 0.824
H 1.443 -1.568 -2.877
C 0.504 0.338 -3.266
H -1.698 -2.311 7.152
S 1.322 4.040 -2.790
N -0.193 0.224 0.330
H -1.105 -3.602 2.783
C 0.057 1.676 0.269
H -2.396 0.156 4.345
C -1.397 0.206 2.404
C 0.049 -0.310 -0.932
N 2.424 2.982 -0.699
O -2.353 -4.076 5.193
C 0.926 -0.253 -5.999
C 0.180 2.005 -1.231
C 0.076 1.206 -4.246
Br 1.152 -0.709 -7.868
C 2.482 2.191 0.440
C 0.235 0.657 -1.862
H -0.733 2.308 0.689
H 1.829 -2.110 -5.235
H -0.043 1.634 -6.350
H 1.464 0.845 1.594
C -1.777 -1.769 3.674
O -3.577 -1.959 5.811
H -0.729 2.524 -1.578
H -0.592 -3.007 6.193
N 1.327 1.670 0.999
H 3.222 3.529 -0.992
S -2.426 -2.605 5.174
H -0.462 2.118 -4.007
S 3.924 2.141 1.247
C 1.323 2.980 -1.495
C 1.101 -0.896 -3.654
C -1.881 -0.403 3.575
```



[4]
A 2-piece molecular cluster, C6H8NO4S overall in a non-equilibrium geometry. Source: the Open Molecules 2025 dataset; level of theory: ωB97M-V/def2-TZVPD.

Summary:
Lowest unoccupied orbital energy in eV: 3.36
HOMO in eV: -2.0077
Total charge: -1
Frontier orbital gap in eV: 5.372
Total energy in a.u.: -987.28480

```
20
C6H8NO4S ωB97M-V/def2-TZVPD
H 2.189 1.185 1.707
H -2.276 1.418 -0.985
H -1.197 0.486 -2.058
H -3.839 -0.477 -1.144
S 1.252 0.204 -0.043
H -2.783 -1.584 -1.967
H 1.650 2.536 0.556
O 3.846 -1.052 0.846
H 3.158 1.499 0.163
C -2.847 -0.730 -1.213
H -0.890 -1.338 1.863
C 2.182 1.669 0.680
C -0.418 0.338 1.021
C -1.847 0.446 -1.213
C -2.204 -1.201 0.138
O 4.202 0.037 -1.148
O -0.267 -0.534 2.014
N -1.399 -0.151 0.119
C 3.876 -0.565 -0.201
O -2.389 -2.187 0.867
```



[5]
A 4-piece molecular cluster, H8O4 overall in a non-equilibrium geometry. Source: the Open Molecules 2025 dataset; level of theory: ωB97M-V/def2-TZVPD.

Summary:
Lowest unoccupied orbital energy in eV: 0.33
HOMO in eV: -11.3443
Structure (SMILES): O.O.O.O
Frontier orbital gap in eV: 11.676
Total energy in a.u.: -305.72321

```
12
H8O4 ωB97M-V/def2-TZVPD
H -1.502 -0.349 -0.257
O -0.727 -0.688 0.220
H -2.747 -0.648 1.492
H -2.408 -1.879 0.896
H 1.945 1.624 -2.038
O 1.908 2.244 -2.852
H 1.267 1.887 -3.471
H -0.003 -0.274 -0.108
O -3.226 -1.368 0.978
H 1.562 -0.877 1.831
H 2.381 0.374 1.806
O 1.551 -0.046 1.503
```



Repeat the second record exactly.
C13H16BiN5O5S as an isolated structure. Source: the Open Molecules 2025 dataset; level of theory: ωB97M-V/def2-TZVPD.

Summary:
Lowest unoccupied orbital energy in eV: -0.50
HOMO in eV: -8.6505
Frontier orbital gap in eV: 8.146
Total energy in a.u.: -1767.82380

```
41
C13H16BiN5O5S ωB97M-V/def2-TZVPD
H 3.878 0.907 1.433
H 2.726 -3.336 -1.301
H 2.127 0.168 3.794
C 0.908 -2.443 -1.465
H 2.654 2.870 0.339
C 1.770 2.112 2.160
O -0.305 -0.020 4.490
H 0.759 3.102 -0.645
O 0.578 2.995 0.295
N 0.050 -2.018 -2.349
H -4.350 -0.310 -3.541
S 0.802 -2.236 0.283
N 1.784 0.691 1.755
C 1.515 -0.137 2.943
H -3.675 1.038 1.103
H -2.144 -1.492 -3.429
O 4.020 0.393 -1.085
Bi -0.095 0.207 0.197
H 1.941 4.093 1.397
C -4.243 0.010 -2.514
H 2.076 -3.240 -2.896
H 2.619 2.298 2.829
C -2.003 -1.065 -2.438
C 2.975 0.465 -0.471
H -6.165 0.957 -2.389
C 0.028 -0.059 3.327
H 0.857 2.292 2.732
N -2.897 0.090 -0.539
H -5.823 1.634 -0.005
O -0.778 -0.071 2.304
C -3.080 -0.286 -1.810
H 3.242 -0.726 1.265
C 1.814 3.081 1.003
C -5.248 0.713 -1.869
N 1.930 -3.209 -1.900
N -0.931 -1.264 -1.784
C -3.866 0.763 0.071
C -5.062 1.095 -0.550
H 1.746 -1.175 2.701
C 3.031 0.323 1.063
O 1.798 0.640 -0.981
```



- Which of these has the lowest total energy?
  C18H15BrN4O2S3



- Which of these has the highest total energy?
  H8O4



- The highest total energy belongs to which entry?
  H8O4